Entry one
ORCA calculation (the ωB97M-V functional and the def2-TZVPD basis) on an isolated molecule of CH2N2O.

Summary:
* LUMO: 0.686 eV
* gap between HOMO and LUMO: 10.221 eV
* SMILES: O=C1NN1

Each atom is followed by the atoms it is bonded to, with distances in Å.
CARTESIAN COORDINATES (ANGSTROEM)
1 C 0.4919 -0.5284 0.2025  N2 1.385, N3 1.372, O4 1.178
2 N -0.6424 -0.3084 -0.5611  C1 1.385, N3 1.487, H5 1.012
3 N -0.4285 0.3135 0.7731  C1 1.372, N2 1.487, H6 1.045
4 O 1.5544 -1.0309 0.1186  C1 1.178
5 H -0.6381 0.2079 -1.4318  N2 1.012
6 H -0.3373 1.3464 0.8986  N3 1.045

=====

Entry two
ORCA calculation (the ωB97M-V functional and the def2-TZVPD basis) on an isolated molecule of CH2N2O.

Summary:
* LUMO (alpha / beta): -0.734 / -0.731 eV
* gap between HOMO and LUMO (alpha / beta): 8.404 / 8.408 eV

Each atom is followed by the atoms it is bonded to, with distances in Å.
CARTESIAN COORDINATES (ANGSTROEM)
1 C 0.6050 1.9703 0.6498  N2 1.642, O4 1.156
2 N 0.1272 0.5594 -0.0410  C1 1.642, N3 1.318, H5 1.096
3 N -0.1458 -0.7273 0.0378  N2 1.318, H6 1.058
4 O -0.0480 2.9048 0.4589  C1 1.156
5 H 0.8551 0.5719 -0.8607  N2 1.096
6 H -0.8822 -0.7759 0.7965  N3 1.058

=====

Entry three
ORCA calculation (the ωB97M-V functional and the def2-TZVPD basis) on a cluster of 2 separate species, CH2N2O in total.

Summary:
* LUMO (alpha / beta): -0.462 / -0.947 eV
* gap between HOMO and LUMO (alpha / beta): 9.020 / 8.480 eV

Each atom is followed by the atoms it is bonded to, with distances in Å.
CARTESIAN COORDINATES (ANGSTROEM)
1 C -0.9565 -0.2256 -0.0027  N2 1.217, H5 1.062, H6 1.106
2 N -0.4062 -1.3105 -0.0109  C1 1.217
3 N 2.0587 -0.0592 0.0041  O4 1.194
4 O 1.5121 1.0017 0.0325  N3 1.194
5 H -1.9936 -0.0009 -0.0455  C1 1.062
6 H -0.2145 0.5946 0.0226  C1 1.106

=====

It is entry one that is the most stable of them.